(one)
Below is a structure of composition C31H35AuClN2Si2, with properties calculated with ωB97M-V/def2-TZVPD.

* ⟨S²⟩: 2.04
* HOMO level (spin up / spin down): -8.9 / -10.0 eV
* orbital gap (spin up / spin down): 6.5 / 5.7 eV

Geometry as ORCA input:
```
! RIJCOSX wB97M-V def2-TZVPD def2/J DEFGRID3
* xyz 1 3
C 2.92630 2.67728 4.02296
C 2.42602 1.40535 3.66476
C 2.49940 1.27553 2.22489
H 2.13652 0.61153 4.35722
C 3.11331 2.52014 1.71739
C 3.33010 3.37514 2.85570
H 3.83430 4.34386 2.83792
H 3.05637 3.03355 5.04730
H 2.44700 0.35563 1.65023
H 3.48122 2.63027 0.69932
Au 0.90499 2.73109 1.75565
Si -1.63471 0.70474 -0.49369
C -1.92267 -0.47226 0.96247
C -3.21836 -0.98730 1.05530
H -4.02093 -0.51602 0.47464
C -3.46691 -2.10998 1.83877
H -4.45525 -2.56365 1.82013
C -2.45275 -2.63048 2.65220
H -2.66218 -3.49179 3.28041
C -1.19270 -2.03241 2.66753
H -0.40412 -2.43484 3.31109
C -0.92926 -0.93143 1.84679
H 0.04645 -0.42978 1.89261
C 0.42413 0.04453 -0.98256
C 1.19829 -1.21907 -0.58876
H 0.88735 -1.91364 0.20188
C 2.58851 -1.31143 -0.97708
H 3.13193 -2.23432 -0.75180
C 3.23103 -0.21066 -1.50599
H 4.31801 -0.22623 -1.63262
C 2.53162 0.97184 -1.78380
H 3.09581 1.82519 -2.16012
C 1.16676 1.08009 -1.62296
H 0.62682 1.96604 -1.97274
H -0.53056 1.38706 0.29927
Si -0.01428 -1.38234 -2.02162
C 0.43069 -1.38365 -3.78010
C 0.59484 -2.65939 -4.35700
H -0.02405 -3.47583 -3.98722
C 1.58934 -2.85136 -5.31284
H 1.82858 -3.85896 -5.65454
C 2.29245 -1.74107 -5.80116
H 3.15098 -1.88129 -6.44989
C 1.88409 -0.44375 -5.46512
H 2.37442 0.43750 -5.89954
C 0.86284 -0.27176 -4.52859
H 0.43392 0.70749 -4.31569
C -1.20599 -2.71293 -1.57019
C -0.85144 -3.87579 -0.86939
H 0.18257 -4.01693 -0.53940
C -1.82239 -4.84429 -0.59275
H -1.53348 -5.73461 -0.03955
C -3.14225 -4.67009 -1.01265
H -3.90324 -5.40278 -0.74616
C -3.49302 -3.51937 -1.72341
H -4.52389 -3.36264 -2.04066
C -2.54012 -2.53984 -1.99499
H -2.83561 -1.62091 -2.51416
H -2.93110 0.79152 -1.17952
Cl -2.26793 2.89799 -0.04553
N -0.06618 4.70710 1.64933
C -0.58711 5.09465 2.98487
C -1.56427 4.02667 3.41006
N -1.04448 2.68252 3.03394
H 0.61795 5.36886 1.29153
H -0.81484 4.63650 0.96082
H 0.25755 5.08577 3.67210
H -1.05552 6.08989 2.98351
H -1.77282 4.05322 4.48813
H -2.49576 4.17029 2.86055
H -0.77867 2.17340 3.87496
H -1.74356 2.10266 2.56757
*
```

=====

(two)
Below is a structure of composition C31H35AuClN2Si2, with properties calculated with ωB97M-V/def2-TZVPD.

* ⟨S²⟩: 2.03
* HOMO level (spin up / spin down): -7.7 / -10.9 eV
* orbital gap (spin up / spin down): 5.6 / 5.7 eV

Geometry as ORCA input:
```
! RIJCOSX wB97M-V def2-TZVPD def2/J DEFGRID3
* xyz 1 3
C 5.32087 2.08308 0.71534
C 4.62135 0.89434 1.01997
C 3.63848 0.66612 -0.00347
H 4.86352 0.21567 1.84071
C 3.76192 1.77581 -0.96487
C 4.81314 2.63081 -0.48218
H 5.24174 3.48907 -1.00273
H 6.19778 2.45278 1.24829
H 3.15175 -0.27139 -0.26085
H 3.33903 1.74763 -1.96594
Au 1.95121 2.15343 0.37217
Si -0.41785 0.68087 0.14100
C -0.28475 -0.29897 1.70669
C -1.32524 -0.38154 2.65148
H -2.22345 0.22461 2.51145
C -1.24769 -1.29189 3.70426
H -2.11556 -1.45369 4.34368
C -0.08021 -2.02818 3.91977
H -0.02780 -2.73858 4.74821
C 1.01049 -1.84619 3.07175
H 1.94283 -2.38458 3.25466
C 0.90875 -0.99664 1.96862
H 1.76395 -0.87422 1.29972
C 0.20563 -0.13525 -1.41222
C 0.41421 -1.52577 -1.48760
H 0.21372 -2.16028 -0.61846
C 0.83335 -2.10983 -2.68404
H 0.93134 -3.19528 -2.74570
C 1.10215 -1.33035 -3.80486
H 1.41029 -1.79284 -4.74894
C 0.95328 0.05528 -3.72535
H 1.16091 0.67608 -4.59921
C 0.50564 0.64374 -2.54330
H 0.34983 1.72491 -2.50299
H 0.19654 2.09573 0.46242
Si -3.16225 -0.24932 -0.59123
C -2.95568 -1.01477 -2.26526
C -3.42568 -2.33185 -2.46683
H -3.82127 -2.90469 -1.62247
C -3.39767 -2.90014 -3.74251
H -3.78257 -3.91089 -3.88488
C -2.87717 -2.18088 -4.81939
H -2.83368 -2.62825 -5.81337
C -2.40250 -0.88130 -4.62479
H -1.96440 -0.32164 -5.45124
C -2.46786 -0.28527 -3.36675
H -2.12073 0.74168 -3.21704
C -3.46381 -1.62878 0.62117
C -2.58373 -2.71402 0.78721
H -1.62867 -2.73170 0.25099
C -2.89469 -3.74040 1.68041
H -2.16839 -4.53369 1.85022
C -4.12350 -3.74497 2.35124
H -4.36614 -4.55889 3.03311
C -5.02886 -2.69534 2.15241
H -5.99623 -2.70037 2.66033
C -4.69555 -1.62840 1.31381
H -5.38412 -0.79089 1.17148
H -4.38571 0.58980 -0.65688
Cl -2.22786 1.79930 -0.10062
N 2.30773 4.40213 0.22686
C 3.00601 4.92844 1.42343
C 2.43895 4.29285 2.66546
N 2.46737 2.81063 2.53214
H 2.83714 4.56939 -0.62656
H 1.39141 4.82676 0.09228
H 4.06574 4.69051 1.31286
H 2.91367 6.01989 1.46769
H 3.01367 4.60760 3.54042
H 1.40410 4.60534 2.80221
H 3.40050 2.44448 2.70522
H 1.83133 2.35318 3.18138
*
```

=====

From most stable to least stable, the computed energies give (two), (one).

=====

(one)
Below is a cluster of 5 separate species, C10H30O10 in total, with properties calculated with ωB97M-V/def2-TZVPD.

* HOMO level: -9.7 eV
* orbital gap: 10.0 eV
* structure (SMILES): OCCO.OCCO.OCCO.OCCO.OCCO

Geometry as ORCA input:
```
! RIJCOSX wB97M-V def2-TZVPD def2/J DEFGRID3
* xyz 0 1
O 17.32203 28.58653 22.85740
C 16.91531 27.23430 22.60704
C 18.00987 26.40253 21.96528
O 18.00367 26.43254 20.54978
H 17.56624 28.67418 23.77937
H 16.62232 26.77882 23.56139
H 15.99885 27.25236 22.01413
H 17.77775 25.37518 22.26087
H 18.97537 26.68330 22.38700
H 18.33000 27.30477 20.29727
O 15.62081 21.21223 22.67753
C 15.53334 21.86671 23.92788
C 14.22689 21.56932 24.67342
O 14.02246 20.22709 24.99961
H 15.94873 20.31934 22.79973
H 16.36370 21.51814 24.55286
H 15.55323 22.95301 23.82933
H 13.44039 22.04235 24.06486
H 14.23978 22.13564 25.60875
H 13.72151 19.72475 24.23674
O 19.02770 20.01204 12.78049
C 18.97556 20.96773 13.82895
C 18.37488 20.35758 15.08694
O 19.19393 19.41462 15.72897
H 19.24817 20.44146 11.95345
H 20.01437 21.25950 14.05628
H 18.40589 21.86804 13.57268
H 17.47248 19.85002 14.70201
H 18.14029 21.17065 15.77097
H 19.30216 18.63242 15.18281
O 15.46692 22.28496 19.78808
C 16.60786 23.09558 20.11544
C 17.25623 23.62577 18.84268
O 17.28456 22.57856 17.86464
H 14.98108 22.20295 20.61441
H 16.28369 23.83004 20.85650
H 17.32601 22.44215 20.62732
H 18.28630 23.85576 19.10687
H 16.70932 24.48347 18.45239
H 16.59876 21.97075 18.18512
O 13.23509 21.13153 14.97422
C 13.88737 21.83460 16.03374
C 14.63704 23.01492 15.45178
O 13.91844 23.65554 14.41390
H 12.74466 20.39028 15.33179
H 13.16888 22.06282 16.83286
H 14.57034 21.14099 16.54890
H 15.64273 22.73254 15.13723
H 14.71120 23.77926 16.23027
H 13.21486 23.09117 14.07666
*
```

=====

(two)
Below is a cluster of 5 separate species, C10H30O10 in total, with properties calculated with ωB97M-V/def2-TZVPD.

* HOMO level: -9.7 eV
* orbital gap: 10.1 eV
* structure (SMILES): OCCO.OCCO.OCCO.OCCO.OCCO

Geometry as ORCA input:
```
! RIJCOSX wB97M-V def2-TZVPD def2/J DEFGRID3
* xyz 0 1
O -2.24773 3.76507 -2.55468
C -2.09569 2.36344 -2.81356
C -1.56091 1.68255 -1.58493
O -0.25166 2.14458 -1.26353
H -1.66814 4.26039 -3.13954
H -3.08388 1.94104 -3.03368
H -1.46708 2.14310 -3.67947
H -1.52517 0.59965 -1.71164
H -2.23553 1.87129 -0.74104
H -0.32291 3.08579 -1.07086
O -0.85105 0.23800 1.57153
C 0.27489 -0.55345 1.84530
C 1.12726 -0.68326 0.63086
O 1.52521 0.60257 0.20922
H -0.53660 1.07631 1.19797
H 0.85536 -0.12268 2.67329
H -0.08543 -1.51797 2.20418
H 0.51333 -1.17293 -0.13588
H 1.96128 -1.33527 0.88948
H 0.97317 0.88563 -0.53374
O -3.56321 0.66145 1.19078
C -3.89514 1.88941 1.80303
C -3.40901 3.08138 0.99420
O -1.99199 3.11733 1.06003
H -2.59451 0.55732 1.26182
H -4.98045 1.92528 1.90015
H -3.46372 1.93970 2.81750
H -3.88909 4.00623 1.32834
H -3.72365 2.88651 -0.04557
H -1.66665 3.79240 0.45904
O -0.29216 -5.65216 -3.58109
C 0.54337 -4.65165 -3.01938
C -0.01534 -4.29876 -1.66446
O -1.22708 -3.59364 -1.72039
H -0.01902 -5.84928 -4.47951
H 1.58300 -4.99025 -2.87518
H 0.57808 -3.76330 -3.66404
H 0.72131 -3.66817 -1.15971
H -0.03312 -5.23075 -1.07881
H -1.91283 -4.19539 -2.02976
O 4.25078 1.12534 1.15246
C 4.25193 0.85774 2.51243
C 4.87843 -0.46007 2.84714
O 4.08683 -1.58177 2.40392
H 3.34659 1.01870 0.81863
H 4.80094 1.64967 3.04561
H 3.24634 0.91505 2.95182
H 4.97705 -0.53577 3.93359
H 5.88283 -0.55721 2.42124
H 4.23078 -1.66920 1.45688
*
```

=====

From most stable to least stable, the computed energies give (two), (one).

=====

(one)
Below is a cluster of 2 separate species, C3H10N2 in total, with properties calculated with ωB97M-V/def2-TZVPD.

* HOMO level: -9.6 eV
* orbital gap: 10.9 eV
* structure (SMILES): C=NC.CN

Geometry as ORCA input:
```
! RIJCOSX wB97M-V def2-TZVPD def2/J DEFGRID3
* xyz 0 1
C -2.78253 3.98311 -2.44819
N -1.63680 3.52322 -2.67494
C -1.21397 3.45862 -4.07489
H -3.27598 3.82867 -1.49354
H -3.38682 4.38457 -3.27611
H -2.07042 3.23311 -4.72471
H -0.80025 4.41353 -4.36391
H -0.55319 2.60438 -4.18743
C 2.45042 -3.71630 4.11396
N 1.63334 -4.71592 3.38182
H 2.86810 -3.98353 5.07857
H 3.27904 -3.48693 3.44530
H 1.89950 -2.77612 4.17334
H 2.31992 -5.37302 2.99601
H 1.26964 -5.37739 4.05472
*
```

=====

(two)
Below is a cluster of 2 separate species, C3H10N2 in total, with properties calculated with ωB97M-V/def2-TZVPD.

* HOMO level: -8.6 eV
* orbital gap: 9.5 eV
* structure (SMILES): C=N.CCN

Geometry as ORCA input:
```
! RIJCOSX wB97M-V def2-TZVPD def2/J DEFGRID3
* xyz 0 1
C 1.22656 -1.90399 1.97758
N 1.14785 -1.41635 3.18414
H 0.86343 -2.87031 1.76816
H 1.82342 -1.39959 1.10498
H 0.67532 -0.45178 3.17854
C -0.88012 1.86786 -0.63505
C -0.23239 0.71768 -1.49974
N -0.34542 -0.66708 -0.94651
H -1.90313 1.90178 -0.73973
H -0.59495 2.78121 -1.15251
H -0.51550 1.94587 0.43529
H 0.96245 0.77610 -1.73589
H -0.58132 0.82686 -2.53913
H -0.30303 -1.30758 -1.78363
H -1.34317 -0.80067 -0.61649
*
```

=====

(three)
Below is an isolated molecule of C3H10N2, with properties calculated with ωB97M-V/def2-TZVPD.

* HOMO level: -9.1 eV
* orbital gap: 10.2 eV
* structure (SMILES): C[C@H](N)CN

Geometry as ORCA input:
```
! RIJCOSX wB97M-V def2-TZVPD def2/J DEFGRID3
* xyz 0 1
C -0.03700 -1.12400 1.53903
C -0.15310 -0.50904 0.14720
N 0.88434 -0.97786 -0.73020
C -0.14009 1.02363 0.21272
N -0.42054 1.50072 -1.14427
H -0.14951 -2.19353 1.34232
H 0.93028 -0.99030 1.99571
H -0.79368 -0.73696 2.23531
H -1.18408 -0.70274 -0.18874
H 0.51823 -1.88800 -1.12208
H 0.99153 -0.22447 -1.49226
H 0.87869 1.37451 0.41535
H -0.77867 1.43301 1.06526
H -0.27946 2.52040 -1.16805
H -1.39879 1.40457 -1.35520
*
```

=====

(four)
Below is a cluster of 2 separate species, C3H10N2 in total, with properties calculated with ωB97M-V/def2-TZVPD.

* HOMO level: -9.1 eV
* orbital gap: 8.3 eV

Geometry as ORCA input:
```
! RIJCOSX wB97M-V def2-TZVPD def2/J DEFGRID3
* xyz 0 1
N -1.42222 0.97695 -0.56434
C -1.08032 0.07341 0.41687
C -0.24909 -1.08193 -0.11424
C 1.24021 -0.81518 0.05277
N 1.46166 0.64889 -0.21503
H -1.92944 1.76333 -0.16819
H 0.59100 0.94110 -0.75629
H -1.82312 -0.28792 1.17475
H -0.24269 0.72390 1.02530
H -0.57292 -2.20257 0.27285
H -0.65118 -1.06890 -1.13705
H 1.84739 -1.33794 -0.71445
H 1.63373 -1.06894 1.02015
H -0.11822 1.07559 1.89954
H 1.52461 1.02362 0.70657
*
```

=====

From most stable to least stable, the computed energies give (three), (one), (two), (four).

=====

(one)
Below is a cluster of 2 separate species, C5H9NO7S2 in total, with properties calculated with ωB97M-V/def2-TZVPD.

* HOMO level (spin up / spin down): 0.8 / 0.8 eV
* orbital gap (spin up / spin down): 3.7 / 3.7 eV

Geometry as ORCA input:
```
! RIJCOSX wB97M-V def2-TZVPD def2/J DEFGRID3
* xyz -2 1
C 2.38203 1.65680 -0.07475
C 1.19098 -0.99272 -0.03875
C -0.81082 -0.02000 0.98297
C -0.19402 0.71146 -1.12626
C 1.06505 1.40117 0.77712
N 0.34835 0.23409 0.15490
O 3.39862 1.02971 0.16500
O 5.66475 -0.51703 -2.25124
O 1.50367 -0.26904 2.85533
O 2.18214 2.42877 -1.01076
O 5.94921 -1.60718 -0.00988
O -0.03781 1.64671 3.04724
O 2.33747 2.15652 2.89324
S 5.82799 -0.33495 -0.76774
S 1.28019 1.22593 2.50955
H 0.60216 -1.63599 -0.66937
H 2.25119 -0.56434 -0.35540
H 1.54244 -1.39278 0.94334
H -1.53232 -0.92782 0.66321
H -0.60172 -0.21091 2.06045
H -1.39624 0.83912 1.01704
H 0.69002 1.34633 -1.65388
H -0.71399 -0.23121 -1.72097
H -1.06706 1.44926 -0.82384
*
```

=====

(two)
Below is the ion C5H9NO7S2 with charge -2, with properties calculated with ωB97M-V/def2-TZVPD.

* HOMO level: -2.1 eV
* orbital gap: 7.7 eV
* structure (SMILES): C=C(COCCN=[S@](=O)([O-])O)S(=O)(=O)[O-]

Geometry as ORCA input:
```
! RIJCOSX wB97M-V def2-TZVPD def2/J DEFGRID3
* xyz -2 1
C -0.51401 1.73900 -0.99841
C -1.33527 0.96558 -0.26926
C -1.45017 -0.38339 0.16920
O -0.51484 -1.28207 -0.39849
C 0.69816 -1.35948 0.28741
C 1.55145 -0.11021 0.75567
N 2.04602 0.45640 -0.45690
S 3.22441 1.48275 -0.24962
O 4.03011 1.63417 -1.47232
O 3.98970 1.17542 0.94379
O 2.48406 3.00872 -0.08910
S -2.87452 1.89069 0.19182
O -3.69861 1.19427 1.21750
O -2.51905 3.20639 0.81515
O -3.62763 2.08352 -1.06239
H -0.64799 2.85291 -1.06621
H 0.34926 1.30170 -1.46440
H -1.45532 -0.34671 1.27188
H -2.50071 -0.77172 -0.14788
H 1.39794 -1.98637 -0.28358
H 0.51489 -1.96931 1.16165
H 1.03432 0.48259 1.55102
H 2.43184 -0.42644 1.46056
H 1.58283 2.60974 0.20308
*
```

=====

From most stable to least stable, the computed energies give (two), (one).